# 1
Molecular formula: C39H63IN12O2Tm
Method: DFT, ωB97M-V/def2-TZVPD

Each line ends with the Mulliken charge.
Cartesian coordinates (Å):
Tm1 -0.01 0.13 -0.01  0.0805
C1 -4.92 4.31 -0.91  -1.1400
N1 -4.14 3.12 -1.19  0.4064
C2 -4.37 2.51 -2.48  -0.9952
C3 -3.24 2.61 -0.28  -0.5016
N2 -2.05 2.18 -0.60  0.4492
C4 -1.41 2.85 -1.73  -0.5737
C5 -1.05 1.94 -2.89  -1.3116
N3 -0.10 0.86 -2.56  1.5368
C6 1.29 1.26 -2.84  -1.8404
C7 1.75 2.49 -2.07  -1.2054
N4 1.65 2.32 -0.62  1.1059
C8 2.31 3.18 0.09  -1.0649
N5 2.53 2.98 1.44  1.1896
C9 3.32 1.87 1.92  -1.0404
C10 2.49 4.12 2.34  -1.2775
N6 2.80 4.36 -0.42  0.5977
C11 2.05 5.24 -1.29  -1.1090
C12 4.11 4.85 0.00  -1.1894
C13 -0.43 -0.32 -3.36  -1.9666
C14 -1.46 -1.21 -2.66  -0.4266
N7 -0.74 -1.95 -1.64  0.3628
C15 -0.87 -3.25 -1.67  -0.2753
N8 -1.97 -3.87 -2.21  0.4578
C16 -3.31 -3.42 -1.89  -0.5628
C17 -1.88 -5.11 -2.94  -1.2611
N9 0.11 -4.08 -1.22  0.7157
C18 1.52 -3.76 -1.34  -1.0260
C19 -0.18 -5.38 -0.65  -1.2885
N10 -3.64 2.61 1.02  0.8996
C20 -2.75 3.08 2.07  -0.9018
C21 -5.03 2.48 1.41  -1.3116
H1 -4.69 5.08 -1.65  0.3412
H2 -4.67 4.71 0.07  0.3439
H3 -5.99 4.11 -0.95  0.3418
H4 -5.45 2.34 -2.61  0.4137
H5 -3.86 1.56 -2.53  0.1607
H6 -4.03 3.15 -3.30  0.2994
H7 -0.50 3.31 -1.33  -0.5284
H8 -2.04 3.65 -2.13  0.5341
H9 -0.64 2.55 -3.71  0.2674
H10 -1.96 1.48 -3.26  0.6355
H11 1.41 1.48 -3.92  0.6748
H12 1.94 0.43 -2.59  0.1669
H13 1.17 3.35 -2.42  0.1510
H14 2.79 2.69 -2.36  0.9106
H15 3.27 1.06 1.21  -0.0065
H16 2.95 1.52 2.88  0.4682
H17 4.37 2.16 2.05  0.3349
H18 3.49 4.46 2.63  0.3769
H19 1.96 3.83 3.25  0.2792
H20 1.96 4.95 1.88  0.4068
H21 0.98 5.01 -1.22  0.2923
H22 2.36 5.18 -2.34  0.2675
H23 2.19 6.27 -0.95  0.4002
H24 4.60 4.10 0.61  0.2707
H25 4.04 5.79 0.55  0.3595
H26 4.73 5.02 -0.89  0.3950
H27 0.47 -0.92 -3.51  0.4415
H28 -0.79 -0.02 -4.36  0.3400
H29 -1.91 -1.87 -3.41  0.8471
H30 -2.26 -0.59 -2.23  0.0615
H31 -3.86 -4.22 -1.37  0.3677
H32 -3.87 -3.16 -2.79  0.2876
H33 -3.26 -2.56 -1.24  -0.1740
H34 -0.85 -5.31 -3.22  0.3705
H35 -2.47 -5.03 -3.86  0.3669
H36 -2.27 -5.97 -2.38  0.3666
H37 2.00 -4.45 -2.05  0.4697
H38 2.02 -3.86 -0.38  0.2644
H39 1.63 -2.74 -1.69  -0.0779
H40 0.07 -6.20 -1.33  0.3358
H41 -1.23 -5.45 -0.36  0.3221
H42 0.42 -5.51 0.26  0.4337
H43 -1.72 2.97 1.75  0.0282
H44 -2.91 2.50 2.98  0.2936
H45 -2.96 4.13 2.30  0.2242
H46 -5.46 3.43 1.75  0.4239
H47 -5.09 1.77 2.24  0.3633
H48 -5.62 2.10 0.58  0.3786
C22 -3.47 -0.73 0.81  -0.3738
O1 -2.14 -1.23 0.74  0.9966
C23 -1.92 -2.42 1.40  0.5158
C24 -2.95 -3.26 1.77  -0.6948
C25 -2.70 -4.41 2.50  -0.9826
C26 -1.40 -4.73 2.86  -0.8755
C27 -0.36 -3.90 2.47  -0.6648
C28 -0.59 -2.74 1.73  -0.3463
N11 0.45 -1.89 1.28  1.9859
N12 1.57 -2.18 1.83  -0.7892
C29 2.75 -1.71 1.40  -0.1434
C30 2.96 -1.06 0.15  0.2114
O2 1.99 -0.61 -0.56  1.1080
C31 4.30 -0.95 -0.35  -1.3148
C32 5.36 -1.36 0.39  -1.0000
C33 5.20 -1.92 1.69  0.9227
C34 6.31 -2.31 2.46  -0.9383
C35 6.15 -2.85 3.71  -0.6728
C36 4.86 -3.02 4.22  -0.7747
C37 3.75 -2.65 3.49  -0.7850
C38 3.90 -2.10 2.20  0.6381
H49 -4.16 -1.32 0.20  0.4589
H50 -3.43 0.29 0.43  -0.8269
H51 -3.82 -0.72 1.84  0.5440
H52 -3.98 -3.01 1.52  0.4955
H53 -3.52 -5.05 2.78  0.4342
H54 -1.20 -5.61 3.45  0.4197
H55 0.66 -4.13 2.74  0.5427
H56 4.43 -0.50 -1.32  0.5656
H57 6.36 -1.23 0.00  0.4087
H58 7.31 -2.18 2.04  0.4435
H59 7.01 -3.15 4.29  0.4065
H60 4.73 -3.43 5.21  0.4341
H61 2.76 -2.77 3.89  0.4821
I1 -1.31 0.10 3.70  -0.1745
C39 0.15 0.97 2.29  -1.5792
H62 0.13 2.02 2.58  0.6080
H63 1.07 0.57 2.72  0.4892

## Properties
LUMO (spin up / spin down), eV: -2.63 / -2.64
Multiplicity: 3
Calculated total energy, eV: -101068.406
Relative energy (zero: lowest compared OMol25 entry of this formula, charge and spin), kcal per mole: 0.0
Net charge: +1
Gap between HOMO and LUMO (spin up / spin down), eV: 6.767 / 6.766

# 2
Molecular formula: C39H64F6O19Pb
Method: DFT, ωB97M-V/def2-TZVPD

Each line ends with the Mulliken charge.
Cartesian coordinates (Å):
Pb1 2.80 -2.84 -0.43  1.5261
C1 4.19 0.82 -1.74  -0.2288
O1 5.36 1.41 -1.15  -0.2319
O2 3.65 -0.07 -0.77  -0.5395
C2 3.37 1.97 -2.55  0.5403
F1 2.96 2.97 -1.81  -0.2298
F2 4.20 2.41 -3.52  -0.2877
F3 2.21 1.61 -3.21  -0.2706
C3 6.60 0.65 -1.06  -0.3131
C4 7.76 1.57 -0.58  -1.0995
H1 8.31 1.94 -1.45  0.2874
H2 7.46 2.28 0.18  0.2366
H3 8.52 1.04 -0.01  0.3853
H4 7.05 0.38 -2.01  0.3525
H5 6.46 -0.23 -0.42  0.2499
H6 4.72 0.30 -2.54  0.3817
C5 0.34 -1.70 1.58  0.7574
O3 0.70 -1.37 0.17  0.1372
O4 1.35 -2.67 1.80  -1.1603
C6 0.46 -0.42 2.53  0.3684
F4 1.26 0.46 2.07  -0.0802
F5 -0.81 0.10 2.68  -0.1875
F6 0.77 -0.72 3.79  -0.2906
C7 -0.28 -0.52 -0.44  -0.2333
C8 0.34 0.18 -1.64  0.1709
H7 1.07 -0.47 -2.12  -0.8171
H8 -0.54 0.49 -2.21  0.5378
H9 0.65 1.14 -1.22  0.2491
H10 -0.77 0.21 0.20  0.3774
H11 -1.11 -1.18 -0.70  -0.6022
H12 -0.65 -2.15 1.52  0.0898
C9 -2.45 3.31 -0.29  -0.6300
O5 -2.71 2.27 0.64  -0.0759
C10 -3.89 2.06 1.17  0.6582
O6 -4.86 2.68 0.76  -0.6433
O7 -3.81 1.21 2.22  -0.0950
C11 -4.97 1.03 3.02  -0.8924
H13 -2.34 4.28 0.21  0.3675
H14 -3.33 3.47 -0.91  0.3915
H15 -1.69 3.11 -1.05  -0.0292
H16 -5.60 1.92 2.99  0.3765
H17 -4.81 0.86 4.08  0.2939
H18 -5.59 0.15 2.81  0.2697
C12 -5.39 -1.35 -1.08  -0.2488
C13 -6.49 -2.00 -0.27  -0.6342
C14 -5.98 -3.40 0.20  -0.4582
O8 -4.67 -3.52 -0.41  -0.4266
C15 -4.17 -2.16 -0.65  0.2056
H19 -5.25 -0.34 -0.69  0.0042
H20 -5.49 -1.34 -2.16  0.3772
H21 -7.34 -2.09 -0.94  0.2782
H22 -6.89 -1.48 0.60  0.3252
H23 -6.69 -4.13 -0.18  0.3103
H24 -5.87 -3.45 1.28  0.1542
H25 -3.35 -2.04 -1.36  0.2347
H26 -3.72 -1.76 0.26  -0.1627
C16 -2.02 4.18 -5.07  -0.7290
C17 -0.65 3.47 -5.07  -0.6447
C18 -0.78 2.49 -4.02  0.1954
O9 -1.91 2.83 -3.31  -0.3397
C19 -2.27 4.19 -3.55  -0.4334
H27 -2.90 3.68 -5.49  0.2713
H28 -2.04 5.15 -5.57  0.4257
H29 0.07 4.25 -4.83  0.2784
H30 -0.30 2.98 -5.98  0.3658
H31 0.05 2.47 -3.31  0.0650
H32 -0.68 1.44 -4.30  0.0110
H33 -1.62 4.84 -2.97  0.2554
H34 -3.33 4.24 -3.27  0.3174
O10 2.57 -2.53 -3.11  -0.3203
C20 2.20 -2.06 -4.21  -0.0234
O11 2.78 -2.48 -5.37  -0.4154
C21 2.37 -1.87 -6.56  -0.3132
C22 1.06 -1.35 -6.05  -0.9032
C23 0.99 -1.22 -4.54  1.4190
H35 2.34 -2.62 -7.34  0.3013
H36 2.89 -1.00 -6.96  0.2533
H37 0.19 -1.85 -6.47  0.3301
H38 0.84 -0.36 -6.45  0.3385
H39 0.10 -1.66 -4.09  0.2310
H40 1.28 -0.22 -4.21  -0.8446
O12 3.74 3.32 8.78  -0.6113
C24 3.57 2.43 7.90  0.4911
O13 4.55 1.83 7.17  -0.3848
C25 4.08 1.18 6.01  0.1234
C26 2.57 1.12 6.14  0.0015
C27 2.25 1.92 7.36  -0.5025
H41 4.54 0.19 5.90  0.3648
H42 4.34 1.75 5.12  -0.2155
H43 2.27 0.08 6.25  0.1768
H44 2.10 1.53 5.24  0.0291
H45 1.77 1.29 8.11  0.2479
H46 1.70 2.86 7.37  0.3013
O14 0.65 -3.93 -1.19  -0.4202
C28 -0.39 -4.34 -1.69  0.0411
O15 -0.65 -4.06 -3.05  -0.2292
C29 -1.88 -4.73 -3.52  -0.4418
C30 -2.37 -5.62 -2.33  -0.6133
C31 -1.59 -5.09 -1.14  0.3498
H47 -1.60 -5.32 -4.39  0.3260
H48 -2.59 -3.95 -3.80  0.2852
H49 -2.19 -6.67 -2.55  0.3124
H50 -3.44 -5.44 -2.22  0.2525
H51 -1.28 -5.90 -0.50  0.4854
H52 -2.22 -4.43 -0.54  -0.4327
O16 3.19 6.15 1.52  -0.6442
C32 3.54 4.99 1.67  0.3208
O17 4.84 4.59 1.75  -0.3976
C33 4.98 3.20 1.96  -0.0471
C34 3.53 2.61 2.04  1.2171
C35 2.68 3.82 1.94  -0.1605
H53 5.51 3.07 2.90  0.3565
H54 5.44 2.86 1.03  -0.1316
H55 3.41 2.11 3.00  -0.5354
H56 3.45 1.93 1.19  -0.5660
H57 2.08 4.22 2.76  0.3655
H58 2.09 3.75 1.03  0.1227
O18 -5.31 -1.77 4.28  -0.6518
C36 -4.21 -2.35 4.23  0.4662
O19 -4.09 -3.61 3.75  -0.3555
C37 -2.80 -4.13 3.52  0.1903
C38 -1.99 -3.18 4.45  -0.6291
C39 -2.86 -1.80 4.55  0.3617
H59 -2.47 -4.09 2.48  -0.2488
H60 -2.81 -5.18 3.81  0.3147
H61 -0.98 -3.02 4.09  0.2924
H62 -2.00 -3.73 5.39  0.3617
H63 -2.59 -1.13 3.73  -0.4296
H64 -2.84 -1.18 5.45  0.3723

## Properties
LUMO, eV: -0.82
Calculated total energy, eV: -101929.733
Relative energy (zero: lowest compared OMol25 entry of this formula, charge and spin), kcal per mole: 138.5
Gap between HOMO and LUMO, eV: 7.483

# 3
Molecular formula: C39H64KN5O3S3Si3
Method: DFT, ωB97M-V/def2-TZVPD

Each line ends with the Mulliken charge.
Cartesian coordinates (Å):
K1 -1.21 0.39 0.18  0.5254
N1 -2.94 -0.60 4.50  0.0058
C1 -3.70 0.51 4.78  -0.0312
C2 -4.69 0.47 5.75  -0.7176
C3 -5.42 1.60 6.09  -0.5235
C4 -5.17 2.81 5.45  -0.6082
C5 -4.18 2.87 4.48  -0.4717
C6 -3.44 1.75 4.14  0.4358
S1 -2.06 1.83 3.06  -0.2232
N2 -1.83 0.26 2.57  -0.2755
C7 -2.07 -0.75 3.41  -0.1538
C8 -1.50 -2.01 3.19  0.9187
C9 -1.79 -3.19 3.95  -1.2877
C10 -1.14 -4.35 3.70  -0.4901
C11 -0.17 -4.40 2.68  -0.8334
C12 0.00 -3.24 1.93  -0.3906
N3 -0.61 -2.10 2.13  0.4379
H1 -3.22 -1.44 4.98  -0.0146
H2 -4.88 -0.48 6.26  0.3346
H3 -6.18 1.54 6.86  0.3255
H4 -5.73 3.69 5.70  0.3457
H5 -3.94 3.81 3.99  0.3424
H6 -2.55 -3.17 4.73  0.1720
H7 -1.36 -5.25 4.28  0.3505
H8 0.39 -5.29 2.46  0.3919
H9 0.69 -3.25 1.09  -0.0485
C13 3.30 1.67 1.04  -0.9364
Si1 3.24 -0.24 1.24  0.1649
C14 2.35 -0.64 2.87  -0.8322
C15 4.99 -1.03 1.09  0.1620
C16 6.15 -1.05 1.85  -0.6706
C17 7.23 -1.83 1.46  -0.4890
C18 7.17 -2.59 0.29  -0.4699
C19 6.01 -2.57 -0.48  -0.6857
C20 4.92 -1.81 -0.10  0.1248
Si2 3.15 -1.48 -0.75  0.7260
C21 2.21 -3.11 -1.08  -1.0820
C22 3.17 -0.50 -2.38  -0.6896
H10 3.91 2.15 1.80  0.4656
H11 2.29 2.08 1.10  0.0699
H12 3.71 1.94 0.07  0.2541
H13 2.81 -0.16 3.73  0.4970
H14 2.35 -1.71 3.05  0.2780
H15 1.32 -0.32 2.81  0.0186
H16 6.22 -0.46 2.76  0.3968
H17 8.13 -1.87 2.07  0.3617
H18 8.01 -3.20 0.00  0.3659
H19 5.98 -3.16 -1.39  0.3909
H20 2.58 -3.62 -1.96  0.4826
H21 1.16 -2.89 -1.24  0.0446
H22 2.29 -3.80 -0.24  0.4183
H23 3.44 -1.13 -3.22  0.3253
H24 3.87 0.33 -2.33  0.3684
H25 2.18 -0.09 -2.58  -0.0282
C23 -3.18 -2.51 -0.02  -1.4862
C24 -3.57 -1.39 -0.98  1.5514
C25 -4.53 -1.93 -2.04  -1.6294
C26 -4.25 -0.26 -0.20  -0.9676
O1 -2.37 -0.92 -1.57  0.9831
Si3 -2.21 -0.05 -2.97  -1.1891
S2 -0.32 0.73 -2.97  -0.7678
O2 -3.49 0.98 -2.90  1.1763
C27 -3.96 1.92 -3.81  1.6374
C28 -2.88 2.36 -4.80  -1.4347
C29 -4.44 3.13 -3.00  -1.6416
C30 -5.13 1.28 -4.58  -1.6842
O3 -2.59 -1.00 -4.28  -0.1263
C31 -1.75 -1.92 -4.93  1.9886
C32 -0.85 -1.15 -5.91  -1.6061
C33 -2.67 -2.88 -5.70  -1.9296
C34 -0.89 -2.71 -3.94  -1.4166
H26 -4.05 -2.84 0.55  0.4493
H27 -2.43 -2.15 0.68  -0.0942
H28 -2.76 -3.36 -0.56  0.4209
H29 -5.43 -2.33 -1.57  0.5298
H30 -4.04 -2.72 -2.60  0.1919
H31 -4.81 -1.14 -2.73  0.1537
H32 -5.19 -0.61 0.22  0.4662
H33 -4.43 0.57 -0.87  -0.1813
H34 -3.61 0.07 0.62  0.1023
H35 -2.04 2.79 -4.25  0.2454
H36 -3.27 3.10 -5.50  0.5429
H37 -2.52 1.49 -5.35  0.2065
H38 -3.60 3.53 -2.44  0.1414
H39 -5.22 2.83 -2.30  0.3312
H40 -4.83 3.91 -3.66  0.4346
H41 -4.76 0.40 -5.11  0.1512
H42 -5.56 1.98 -5.30  0.4746
H43 -5.90 0.96 -3.88  0.2929
H44 -1.45 -0.65 -6.66  0.3330
H45 -0.15 -1.83 -6.40  0.4721
H46 -0.30 -0.41 -5.34  0.1748
H47 -3.29 -2.32 -6.40  0.3688
H48 -3.33 -3.40 -5.00  0.3695
H49 -2.09 -3.61 -6.25  0.3859
H50 -0.22 -2.03 -3.43  0.1684
H51 -0.32 -3.47 -4.46  0.6801
H52 -1.53 -3.18 -3.20  0.2034
C35 1.48 4.34 -1.67  -0.8989
N4 1.28 5.01 -0.41  0.5935
C36 2.32 5.93 -0.02  -1.1367
C37 0.02 5.17 0.11  -0.1265
S3 -1.35 4.62 -0.65  -0.1680
N5 -0.01 5.87 1.35  0.0705
C38 -0.36 5.00 2.46  -1.0425
C39 -0.89 7.02 1.27  -1.0407
H53 1.45 5.05 -2.51  0.2458
H54 0.72 3.58 -1.82  0.2023
H55 2.46 3.85 -1.66  0.2844
H56 3.28 5.41 -0.01  0.3277
H57 2.10 6.30 0.98  0.4068
H58 2.38 6.77 -0.72  0.2904
H59 0.36 4.18 2.50  0.2573
H60 -1.36 4.57 2.37  0.4065
H61 -0.30 5.57 3.39  0.3104
H62 -0.59 7.64 0.42  0.3480
H63 -0.80 7.60 2.19  0.3210
H64 -1.94 6.74 1.13  0.3268

## Properties
LUMO, eV: 3.72
Calculated total energy, eV: -127544.898
Relative energy (zero: lowest compared OMol25 entry of this formula, charge and spin), kcal per mole: 26.1
Net charge: -2
Gap between HOMO and LUMO, eV: 2.206

# 4
Molecular formula: C39H64N6S2
Method: DFT, ωB97M-V/def2-TZVPD

Each line ends with the Mulliken charge.
Cartesian coordinates (Å):
C1 7.20 -7.48 1.87  -0.8382
C2 8.26 -7.61 0.62  -0.3948
C3 7.60 -7.50 -0.87  -0.5922
C4 6.29 -6.51 -0.98  -0.6855
C5 6.70 -4.89 -1.12  -0.3721
C6 5.43 -4.06 -0.50  -0.6045
C7 5.02 -2.71 -1.38  -0.3505
C8 3.85 -1.95 -0.46  -0.6639
N1 3.35 -0.66 -1.08  0.0969
C9 4.18 0.54 -0.64  -0.6244
C10 5.30 1.03 -1.72  -0.3553
C11 6.41 1.95 -0.88  -0.6705
C12 6.59 3.47 -1.49  -0.4880
C13 6.75 4.64 -0.30  -0.5875
C14 8.25 5.30 -0.24  -0.5281
C15 8.27 6.94 -0.52  -0.4179
C16 8.60 7.80 0.86  -0.9087
C17 1.99 -0.42 -0.39  -0.1593
S1 1.76 -0.65 1.30  -0.0202
S2 0.50 0.09 -1.42  -0.1527
C18 -0.93 -1.12 -1.24  -0.5357
C19 -2.38 -0.35 -1.02  -0.3462
C20 -3.10 -0.87 0.37  -0.5520
C21 -4.75 -0.64 0.34  0.3271
C22 -5.55 -1.17 -0.99  -0.6556
C23 -7.20 -0.99 -1.11  0.3872
N2 -7.87 -1.54 -2.35  -0.4601
C24 -9.14 -1.05 -2.53  0.4741
C25 -10.49 -1.61 -1.74  -0.9427
C26 -9.34 0.17 -3.65  -0.6261
C27 -7.93 -0.22 0.14  -0.3197
C28 -7.12 0.32 1.49  0.2673
N3 -7.94 0.99 2.55  -0.5407
C29 -7.11 1.43 3.72  -0.1971
C30 -5.51 1.18 3.81  -0.1722
N4 -4.64 0.55 2.76  -0.3238
C31 -5.51 0.13 1.61  0.2286
H1 6.52 -6.52 1.82  0.1778
H2 6.53 -8.44 2.04  0.2291
H3 7.84 -7.36 2.87  0.3005
H4 9.17 -6.89 0.77  0.2831
H5 8.72 -8.71 0.70  0.2706
H6 7.36 -8.59 -1.23  0.3235
H7 8.43 -7.05 -1.58  0.2229
H8 5.77 -6.77 -2.03  0.2719
H9 5.46 -6.69 -0.17  0.3497
H10 7.67 -4.70 -0.47  0.2222
H11 6.93 -4.67 -2.25  0.3316
H12 4.46 -4.76 -0.49  0.2437
H13 5.69 -3.76 0.63  0.2268
H14 4.58 -2.98 -2.44  0.1960
H15 5.97 -2.01 -1.54  0.1750
H16 4.34 -1.80 0.60  0.2440
H17 2.96 -2.74 -0.37  0.3885
H18 4.74 0.34 0.38  0.2520
H19 3.44 1.44 -0.46  0.3629
H20 5.93 0.15 -2.21  0.1929
H21 4.86 1.66 -2.63  0.3147
H22 6.08 2.07 0.24  0.3174
H23 7.47 1.44 -0.94  0.2169
H24 5.71 3.82 -2.19  0.3146
H25 7.58 3.55 -2.13  0.2637
H26 6.55 4.17 0.78  0.2594
H27 5.95 5.50 -0.48  0.3023
H28 9.02 4.84 -1.01  0.3144
H29 8.67 5.15 0.85  0.2536
H30 9.13 7.24 -1.29  0.2802
H31 7.24 7.34 -0.96  0.2605
H32 7.58 7.95 1.43  0.2253
H33 9.04 8.87 0.63  0.2767
H34 9.31 7.20 1.60  0.2739
H35 -1.07 -1.83 -2.19  0.3202
H36 -0.76 -1.83 -0.31  0.2760
H37 -2.17 0.82 -0.93  0.3109
H38 -3.02 -0.53 -1.99  0.2343
H39 -2.60 -0.26 1.25  0.2087
H40 -2.92 -2.04 0.54  0.3486
H41 -5.00 -1.69 -1.88  0.2468
H42 -10.22 -2.39 -0.89  0.2823
H43 -10.95 -0.67 -1.16  0.2762
H44 -11.32 -2.00 -2.47  0.3542
H45 -8.92 -0.27 -4.68  0.3008
H46 -8.71 1.12 -3.42  0.2178
H47 -10.48 0.41 -3.85  0.1409
H48 -9.11 -0.02 0.10  0.0393
H49 -7.68 1.96 4.62  0.3017
H50 -4.96 1.53 4.81  0.2834
C32 -0.07 -0.50 7.17  -1.1567
C33 0.20 0.41 5.97  -0.5053
C34 -0.04 -0.28 4.63  -0.0501
C35 0.89 -1.48 4.50  0.1391
N5 1.66 -2.47 4.39  -0.5285
H51 0.61 -1.36 7.18  0.3523
H52 0.09 0.05 8.10  0.3370
H53 -1.10 -0.87 7.16  0.2928
H54 1.24 0.77 6.03  0.2920
H55 -0.45 1.29 6.04  0.3430
H56 0.15 0.42 3.81  0.2295
H57 -1.08 -0.62 4.55  0.2723
C36 -10.12 4.85 -3.86  -1.1122
C37 -11.41 5.08 -3.07  -0.4476
C38 -11.88 3.84 -2.32  -0.2805
C39 -12.16 2.72 -3.31  0.2966
N6 -12.40 1.79 -4.13  -0.5884
H58 -10.26 4.09 -4.64  0.3487
H59 -9.81 5.77 -4.36  0.3237
H60 -9.31 4.52 -3.20  0.2909
H61 -12.19 5.42 -3.76  0.2936
H62 -11.24 5.89 -2.35  0.3144
H63 -12.79 4.06 -1.76  0.2969
H64 -11.12 3.51 -1.60  0.2708

## Properties
LUMO, eV: -1.04
SMILES: CCCCCCCCN(CCCCCCCC)C(=S)SCCCc1cc(N=C(C)C)cc2nccnc12.CCCC#N.CCCC#N
Calculated total energy, eV: -72066.402
Gap between HOMO and LUMO, eV: 6.389

Q: What is the formula in the fourth record?
A: C39H64N6S2

Q: Which of these has the lowest calculated total energy?
A: C39H64KN5O3S3Si3

Q: Among the records above, which one has the lowest calculated total energy?
A: C39H64KN5O3S3Si3

Q: calculated total energy of number 3 (C39H64KN5O3S3Si3)?
A: -127544.898 eV